# 1
30
Properties=species:S:1:pos:R:3 method="wB97M-V/def2-TZVPD" homo_lumo_gap_ha="0.17114 / 0.17125" lumo_energy_ev="2.921 / 2.921" e_tot_ha=-1985.04456 total_charge=-1
Cl 0.1328 0.6254 2.2873
Cl -0.8838 1.8445 -0.8939
S 3.3833 -0.6316 -1.4431
Al -1.6124 1.2694 1.1088
N 3.6917 1.7598 -0.3031
N 4.0298 0.0093 1.0995
C -2.3586 -2.0464 -2.0466
C -3.3112 -0.3248 -0.5103
C -2.1179 2.9386 1.9129
C -2.2190 -0.7184 0.5208
C -1.4058 -1.7383 0.3112
C -3.6584 -1.4871 -1.4441
C 3.7028 0.4194 -0.1692
C -1.2918 -2.4337 -1.0002
H -4.1958 -2.2654 -0.8852
H 3.9570 -0.9974 1.2267
H -2.5228 -0.5431 1.5965
H -4.3184 -1.1201 -2.2394
H 3.6798 0.5648 1.8698
H -2.7566 3.6557 1.3473
H -4.2050 0.0492 0.0171
H -0.7525 -2.0964 1.1228
H -2.6030 -2.9008 -2.6843
H -2.9640 0.5176 -1.1460
H -1.9256 -1.2652 -2.6860
H -2.0367 3.2522 2.9675
H -1.3361 -3.5138 -0.8243
H 3.4502 2.1507 -1.1989
H 3.9797 2.3745 0.4517
H -0.3051 -2.2513 -1.4474

# 2
35
Properties=species:S:1:pos:R:3 method="wB97M-V/def2-TZVPD" homo_lumo_gap_ha=0.23448 lumo_energy_ev=2.526 e_tot_ha=-1066.10654 total_charge=-1
F -5.1983 -1.1212 1.9475
O 4.4919 0.2781 -1.0310
O 2.9062 0.2180 0.5706
O -2.1212 3.7545 -1.8879
O -3.7097 2.1435 -1.8783
O -2.6368 0.4775 1.1976
O -1.5204 1.6174 -1.7418
O 3.9054 -1.6648 -0.0401
O -1.3777 -1.4393 1.4668
C -0.7356 3.7360 -1.5169
C 2.5785 -3.3886 1.0985
C 3.1499 -1.9844 1.1567
C -2.5669 2.4614 -1.8415
C 3.8356 -0.3285 -0.2430
C 2.1443 -0.8520 1.1561
C -0.3054 2.3505 -1.9552
C 0.8005 1.6969 -1.1501
B -4.1774 -1.7667 1.1073
B -2.6861 -0.9047 1.2603
H -4.0972 -2.9730 1.3835
H 2.9442 -3.9000 0.2099
H 1.2929 -1.0685 0.5082
H -1.1490 -1.9488 0.6811
H 1.6702 1.4048 -1.7347
H -0.1064 2.3418 -3.0304
H -3.4285 0.7401 0.7023
H 1.1494 2.3542 -0.3538
H 3.8392 -1.8687 1.9962
H -0.6735 3.8378 -0.4308
H 1.7862 -0.5597 2.1378
H 0.3731 0.8098 -0.6850
H 2.8728 -3.9700 1.9695
H -0.2018 4.5492 -2.0010
H 1.4894 -3.3722 1.0606
H -4.5381 -1.6604 -0.0889

# 3
27
Properties=species:S:1:pos:R:3 method="wB97M-V/def2-TZVPD" homo_lumo_gap_ha="0.26654 / 0.26658" lumo_energy_ev="-5.661 / -5.661" e_tot_ha=-5516.82151 total_charge=+1
Br -2.2990 1.9215 0.2182
Br 3.7818 -0.2117 -0.0111
N -0.8087 -0.8350 -0.8988
C -0.6074 1.3191 0.1005
C -2.0276 -1.4292 -0.6149
C 0.3113 0.9953 1.1171
C 2.5624 1.3600 0.0821
C -0.6000 -0.3622 -2.3126
C 1.6768 1.2435 1.2001
C 0.2774 -1.5800 -0.2135
C -0.4160 0.4595 2.3393
H 3.2792 2.2057 0.1723
H 0.6329 -2.2843 -0.8888
H -1.0548 -0.3412 1.9132
H 0.3073 0.0375 3.1109
H 1.1162 -0.9397 0.2179
H -0.0893 1.7217 -0.7884
H 2.0693 1.2989 -0.9024
H -1.1148 1.0494 2.9323
H -0.6672 -1.1064 -3.1039
H 2.0124 1.5026 2.1826
H -0.1152 -2.1188 0.6674
H -2.5926 -1.7835 -1.4817
H -2.1193 -2.1336 0.1741
H -2.7035 -0.6247 -0.2920
H 0.4287 0.1140 -2.3557
H -1.2404 0.5217 -2.5640

# 4
28
Properties=species:S:1:pos:R:3 method="wB97M-V/def2-TZVPD" homo_lumo_gap_ha=0.25236 lumo_energy_ev=-3.654 e_tot_ha=-3072.74656 relative_energy_kj_mol=528.9 total_charge=+1
Br 2.4165 2.5354 -0.6317
O 1.4783 -1.0057 -1.9790
N -0.9210 -0.0017 0.5691
N 0.8540 2.5513 1.6192
C -0.0034 -0.0609 -0.4057
C 0.5328 -1.2934 -0.9528
C -1.3184 1.3824 0.9314
C -0.5083 1.9861 2.0686
C 0.3738 -1.6343 -2.4699
C -1.5814 -1.1258 1.1603
C 0.4432 -3.1014 -2.8773
C 1.6254 1.6419 0.8987
H 0.4806 -3.1602 -3.9168
H -1.0427 2.7724 2.5154
H -1.0819 -1.3709 2.0658
H -2.6467 -1.3021 1.2526
H 2.2892 1.0472 1.5657
H 1.4349 -3.4840 -2.5950
H -0.3599 -1.0721 -2.9938
H 0.3618 0.8690 -0.8544
H -0.4807 -3.5045 -2.4450
H -1.1896 -1.8735 0.4045
H -1.1357 2.1338 0.0309
H -0.3278 1.2882 2.8780
H 0.7698 -2.0688 -0.3411
H 0.5857 3.3529 1.0265
H -2.3438 1.5528 1.0682
H 1.2953 2.9458 2.4078

# 5
31
Properties=species:S:1:pos:R:3 method="wB97M-V/def2-TZVPD" homo_lumo_gap_ha=0.24632 lumo_energy_ev=2.814 e_tot_ha=-3985.82377 relative_energy_kj_mol=83.8 total_charge=-1
Br 7.9104 -3.6609 43.7358
S 4.1733 -2.2272 45.7413
S 10.4938 -5.1163 46.5966
O 3.6045 -3.2171 46.6413
O 5.4890 -1.6819 46.0116
O 9.6803 -3.9437 46.8257
O 11.1175 -5.6489 47.7985
C 3.2924 -1.7741 43.2664
C 11.8005 -4.8581 45.3583
C 2.2049 -1.3095 44.1729
C 4.0743 -2.8349 44.0034
C 11.9222 -6.1972 44.5993
C 2.9344 -0.9135 45.4669
C 10.7497 -7.1664 44.9314
C 9.6285 -6.4395 45.6662
H 12.6503 -4.5313 45.9481
H 12.8953 -6.6293 44.8418
H 11.9982 -5.9713 43.5370
H 9.1133 -6.9508 46.4763
H 2.9806 -2.1766 42.2982
H 8.9343 -5.9161 45.0032
H 1.6436 -0.4801 43.7406
H 3.9799 -0.9602 43.0139
H 11.3858 -4.1023 44.6925
H 10.3597 -7.6190 44.0187
H 5.0615 -3.1513 43.6515
H 2.2781 -0.7076 46.3091
H 1.5035 -2.0801 44.5069
H 11.0971 -8.0306 45.4999
H 3.5053 0.0020 45.2842
H 3.5675 -3.8043 44.0471